Record 1
Here is C30H36ClN7O2PdS as an isolated structure from OMol25. Energies are from wB97M-V/def2-TZVPD.

Computed properties:
Relative energy (zero: lowest compared OMol25 entry of this formula, charge and spin) in kcal/mol: 21.6
Maximum force in Eh/bohr: 0.0435
Highest occupied orbital energy (alpha / beta) in eV: -18.74 / -18.88
Frontier orbital gap (alpha / beta) in eV: 7.04 / 5.48
Electronic energy in hartree: -2683.34722
Total charge: +4
Multiplicity: 5

```
78
Properties=species:S:1:pos:R:3:forces:R:3:lowdin_charge:R:1
Pd -1.65202 -2.58538 1.10674 -0.5 -0.2 0.4 1.1181
N 2.04243 -4.22677 2.40097 0.2 -0.7 1.0 0.1878
C 3.11965 -4.21805 1.54211 0.6 0.2 0.5 -0.1717
C 4.35686 -4.68377 2.02671 -1.5 0.8 -1.5 0.0598
C 5.42806 -4.49740 1.19894 0.3 -0.2 0.1 0.0386
C 5.30427 -3.87769 -0.06396 1.0 0.0 0.1 0.0162
C 4.09979 -3.46648 -0.53307 -0.6 0.5 -0.8 -0.0603
C 2.98428 -3.60335 0.28694 -0.4 -0.6 0.5 -0.4161
S 1.41795 -3.15681 -0.22485 -0.3 0.3 -0.5 1.1797
N 0.39209 -3.36009 1.05920 0.2 -0.5 0.4 -0.3411
C 0.79141 -3.86175 2.21385 -0.6 0.8 -0.2 -0.2707
C -0.13271 -3.85370 3.40432 -0.8 0.5 -0.7 -0.1619
C 0.13653 -4.38598 4.64686 -1.1 0.5 0.3 0.0474
C -0.77297 -4.12686 5.69741 0.0 0.1 -1.0 0.0529
C -1.94965 -3.43648 5.42226 0.6 -0.6 1.5 0.0273
C -2.19884 -3.01980 4.14095 0.6 0.0 -0.4 -0.0640
N -1.30289 -3.18884 3.16877 0.5 -0.1 -0.2 0.0126
H 2.23456 -4.50637 3.34813 0.4 -0.3 0.3 0.1598
H 4.34450 -5.16661 2.96776 0.6 -0.4 0.8 0.1339
H 6.38068 -4.85467 1.53308 0.5 0.0 0.0 0.1415
H 6.19946 -3.70230 -0.65819 -0.2 -0.2 0.1 0.1484
H 3.98124 -3.02894 -1.52281 0.2 -0.1 0.2 0.1358
H 0.95662 -5.02712 4.84815 0.8 -0.3 0.1 0.1234
H -0.54565 -4.49001 6.68467 -0.1 -0.1 0.2 0.1416
H -2.64772 -3.23759 6.23776 0.1 0.0 -0.4 0.1498
H -3.11169 -2.51981 3.91956 -0.5 0.4 -0.5 0.1181
C -4.58836 -3.85949 0.31483 -0.2 0.0 1.2 0.0272
C -4.62783 -2.48081 0.94406 -1.0 -1.2 -0.6 -0.5487
N -5.76733 -1.84259 0.97545 -1.4 0.3 -0.1 0.2329
O -3.64787 -1.94209 1.48995 1.7 0.3 0.3 -0.1148
H -3.56824 -4.27812 0.31535 -0.4 0.1 -0.1 0.0664
H -4.99594 -3.82173 -0.67754 -0.1 -0.1 -0.6 0.0970
H -5.25120 -4.51904 0.92791 0.6 0.4 -0.5 0.1298
H -6.65624 -2.20734 0.60518 0.8 0.2 0.3 0.1693
H -5.80480 -0.97516 1.50272 -0.1 -0.1 -0.2 0.1516
C -1.51384 5.17342 -0.14155 0.1 0.0 -0.3 -0.0272
C -1.26022 4.84183 -1.65649 0.1 -0.1 0.8 -0.4932
C -2.59784 5.01295 -2.39033 1.3 0.3 -0.9 -0.0261
C -0.23356 5.83451 -2.23166 0.0 0.4 -0.2 -0.0390
C -0.72600 3.34292 -1.80619 0.1 1.2 0.2 -0.4112
O 0.43358 3.18331 -0.97309 -0.4 -0.3 -0.4 -0.0033
C -0.26975 3.08495 -3.24690 1.0 -0.3 0.1 -0.0751
C 0.62335 1.80689 -3.41922 0.1 0.5 -0.1 -0.0787
C 1.98479 1.94921 -2.80067 -0.9 -1.0 0.8 -0.1322
C 2.37808 1.05701 -1.73141 -1.6 -0.5 -0.5 0.0046
C 3.62048 1.05819 -1.23531 0.5 0.4 -0.6 -0.0700
C 4.52459 2.02214 -1.76787 0.9 0.2 0.9 -0.5831
Cl 6.05569 2.05844 -1.06067 -0.2 0.1 -0.4 0.9151
C 4.18112 2.97053 -2.75712 -1.1 -0.9 -0.2 0.0182
C 2.89848 2.87711 -3.26626 1.4 1.0 -0.6 0.0374
C -1.85132 2.36281 -1.36892 -0.7 -0.7 -0.5 -0.0082
N -1.36718 1.28040 -0.47814 -1.2 0.2 -1.2 -0.0813
C -1.38931 -0.03355 -0.66125 -0.6 0.1 -0.8 -0.1200
N -1.08963 -0.63564 0.47949 0.3 0.0 0.3 -0.0462
C -0.89657 0.40370 1.32648 0.6 0.0 1.9 -0.1722
N -1.09591 1.55927 0.77955 0.7 0.6 0.7 0.1569
H -2.25811 5.96744 -0.09516 0.2 0.2 0.0 0.0992
H -0.61684 5.53699 0.38873 -0.3 -0.2 -0.2 0.1003
H -1.98239 4.36769 0.44117 0.3 -0.1 -0.2 0.0747
H -2.82434 6.07384 -2.54657 -0.1 -0.2 0.4 0.1168
H -3.37590 4.51533 -1.87959 -1.2 -0.3 0.6 0.0683
H -2.53933 4.58859 -3.38925 0.0 0.0 -0.2 0.0878
H -0.45115 6.87104 -1.90394 0.0 -0.6 0.0 0.1140
H -0.31297 5.84733 -3.32123 0.0 0.1 0.0 0.0868
H 0.82220 5.62564 -1.99009 -0.5 -0.1 0.2 0.0939
H 0.21290 3.51185 -0.09073 0.1 0.1 0.0 0.0955
H 0.35160 3.91728 -3.59361 -0.3 0.0 0.1 0.1097
H -1.12480 3.02593 -3.91027 -0.1 -0.1 -0.1 0.1294
H 0.76650 1.62301 -4.50238 -0.1 0.2 0.4 0.1583
H 0.11836 0.94005 -3.01598 -0.1 -0.3 0.1 0.0953
H 1.59567 0.35490 -1.39671 0.6 0.3 0.0 0.1154
H 4.02029 0.36674 -0.52027 -0.2 -0.2 0.4 0.1069
H 4.92859 3.63602 -3.14149 0.1 0.3 -0.1 0.1371
H 2.63709 3.49723 -4.10667 -0.1 0.3 -0.1 0.1474
H -2.36278 1.85119 -2.21673 0.6 0.4 0.3 0.1558
H -2.68777 2.86640 -0.84922 0.7 -0.2 0.0 0.1332
H -1.72223 -0.51548 -1.56690 0.2 0.1 -0.1 0.1516
H -0.55208 0.32952 2.36430 -0.4 -0.2 -0.5 0.1397
```
Positions in Å, forces in eV/Å.



Record 2
Here is a single C5H8N2 molecule from OMol25. Energies are from wB97M-V/def2-TZVPD.

Computed properties:
Relative energy (zero: lowest compared OMol25 entry of this formula, charge and spin) in kcal/mol: 40.6
Maximum force in Eh/bohr: 0.0245
SMILES: N#CCC/C=C/N
Highest occupied orbital energy in eV: -7.93
Frontier orbital gap in eV: 8.87
Electronic energy in hartree: -304.77085
Total charge: 0
Multiplicity: 1

```
15
Properties=species:S:1:pos:R:3:forces:R:3:lowdin_charge:R:1
N 2.32296 -0.23030 -0.58052 0.2 -0.2 -0.2 0.0548
C 0.97909 -0.56564 -0.46911 -0.1 0.0 -0.6 -0.2723
C -0.19746 0.02558 1.61191 0.3 0.4 1.2 -0.2709
N 0.67070 0.17152 2.36751 -0.9 -0.1 -0.8 0.1475
C 0.03598 0.12093 -1.15048 0.3 -0.1 0.0 -0.1333
C -1.32753 0.45323 -0.60997 -0.1 0.0 -0.1 -0.2056
C -1.44620 -0.09767 0.82132 -0.1 -0.1 0.2 -0.1751
H 2.91995 -0.70488 0.07884 0.0 -0.1 -0.1 0.0819
H 2.46067 0.77248 -0.51704 0.1 -0.3 -0.2 0.0936
H 0.76352 -1.43413 0.15960 0.0 0.5 0.1 0.1162
H 0.35750 0.57237 -2.07738 0.1 0.7 0.2 0.0960
H -1.49155 1.55320 -0.57845 0.4 -0.5 -0.1 0.1192
H -2.13253 0.08139 -1.26398 0.0 -0.1 0.4 0.1082
H -1.74341 -1.14776 0.76111 0.1 0.0 0.3 0.1222
H -2.17169 0.42966 1.44664 -0.3 -0.1 -0.4 0.1175
```
Positions in Å, forces in eV/Å.



Record 3
Here is C3H4InO5 as an isolated structure from OMol25. Energies are from wB97M-V/def2-TZVPD.

Computed properties:
Maximum force in Eh/bohr: 0.0856
Highest occupied orbital energy (alpha / beta) in eV: -19.22 / -20.91
Frontier orbital gap (alpha / beta) in eV: 9.20 / 9.40
Electronic energy in hartree: -682.26511
Total charge: +2
Multiplicity: 2

```
13
Properties=species:S:1:pos:R:3:forces:R:3:lowdin_charge:R:1
C 2.25921 0.84245 -0.56644 0.3 -0.2 -0.5 0.0121
C 1.17008 1.19321 -1.39932 1.1 0.2 -0.5 0.0887
O -0.12559 0.98931 -1.27245 -1.3 -1.5 0.0 0.2016
C -0.78880 0.02015 -0.55331 0.3 3.9 -2.0 -0.5833
O -1.98877 -0.11626 -0.79076 0.0 -0.6 0.1 0.1645
O -0.24858 -0.45823 0.47678 1.9 -0.8 0.8 0.0266
O 2.25010 0.11066 0.47226 -0.9 -0.3 0.2 0.2258
H 3.24014 1.17546 -0.91578 -0.1 0.1 0.2 0.1837
H 1.41079 1.71165 -2.32777 -0.1 0.2 0.3 0.1833
H 1.31179 -0.24331 0.65279 1.3 0.4 0.1 0.1235
O -2.95122 -2.17233 2.20839 -1.6 -2.6 2.0 -0.1864
H -3.53043 -1.89212 2.91571 -0.4 0.3 0.4 0.0679
In -2.00873 -1.16063 1.09990 -0.3 1.0 -1.1 1.4920
```
Positions in Å, forces in eV/Å.